{"formula": "C10H16O", "method": "wB97M-V/def2-TZVPD", "symbols": ["O", "C", "C", "C", "C", "C", "C", "C", "C", "C", "C", "H", "H", "H", "H", "H", "H", "H", "H", "H", "H", "H", "H", "H", "H", "H", "H"], "positions_angstrom": [[-1.860, -4.736, -1.133], [-1.632, -2.030, 1.239], [3.007, 2.870, -0.862], [-0.529, -1.409, -0.709], [-1.018, -2.519, -1.357], [-2.083, -3.197, 0.692], [-1.645, -3.500, -0.630], [1.833, 3.388, -0.073], [-0.733, 1.422, 0.659], [-0.836, -1.043, 0.569], [-0.229, 0.137, 1.268], [-0.273, 1.774, -0.266], [2.053, 4.297, 0.437], [-1.939, -1.767, 2.269], [0.864, 0.093, 1.020], [1.705, 2.869, 0.881], [0.830, 3.250, -0.616], [3.922, 3.558, -0.816], [-2.823, -3.712, 1.286], [-1.251, -4.863, -1.915], [0.096, -0.569, -1.237], [-1.791, 1.160, 0.378], [3.304, 1.944, -0.422], [-0.663, 2.286, 1.338], [2.978, 2.794, -1.948], [-0.920, -2.589, -2.420], [-0.367, 0.092, 2.368]], "forces_ev_per_a": [[0.57, -0.66, -1.49], [0.21, 2.38, 1.02], [2.31, 1.35, -0.17], [1.40, 3.80, -1.38], [0.34, -0.10, 0.13], [0.41, 0.27, -0.96], [-0.73, 0.12, 1.23], [-1.64, -0.89, 0.00], [-1.99, 0.53, -0.21], [-0.51, -2.92, 1.53], [1.66, -0.24, -0.55], [0.16, -0.71, 0.13], [-0.35, 1.73, -0.80], [0.06, -0.33, -0.54], [-0.58, -0.11, 0.77], [0.00, -1.07, -0.36], [1.63, 1.08, 0.87], [-1.15, -0.77, 0.55], [0.26, -0.85, -0.31], [-1.14, 0.22, 1.24], [-1.13, -1.98, 0.33], [0.62, 1.06, 0.42], [0.47, -0.83, -0.18], [-0.32, -0.35, -0.10], [-0.97, -0.33, 0.01], [0.40, -0.42, -0.49], [0.03, 0.02, -0.73]], "smiles": "CCc1ccc(O)cc1.CC", "de_lowest_kcal_mol": 54.18, "spin_multiplicity": 1, "charge": 0}


{"formula": "C10H16O", "method": "wB97M-V/def2-TZVPD", "symbols": ["O", "C", "C", "C", "C", "C", "C", "C", "C", "C", "C", "H", "H", "H", "H", "H", "H", "H", "H", "H", "H", "H", "H", "H", "H", "H", "H"], "positions_angstrom": [[2.897, 1.604, -0.551], [0.917, 1.222, -1.851], [-0.513, 1.469, 3.173], [1.895, 0.724, -0.916], [-1.867, -1.417, -1.692], [0.560, -1.247, -0.505], [-0.364, -0.902, -1.559], [0.997, 1.902, 3.255], [-0.045, 0.248, -2.231], [-2.191, -2.823, -2.030], [1.721, -0.498, -0.218], [-1.022, 1.940, 2.396], [1.375, 2.211, 2.324], [-0.768, 0.387, 3.310], [-1.314, -3.460, -2.433], [-2.269, -1.233, -0.669], [-2.441, -3.276, -1.112], [-1.286, 1.852, 3.819], [3.728, 1.205, -0.117], [0.928, 2.231, -2.339], [0.216, -2.205, -0.063], [-2.210, -0.755, -2.558], [0.888, 2.898, 3.831], [2.285, -0.742, 0.651], [-0.686, 0.488, -2.993], [-2.981, -2.945, -2.712], [1.549, 1.122, 3.789]], "forces_ev_per_a": [[1.64, -0.56, 0.56], [1.14, -2.17, 0.25], [0.02, -1.38, 0.88], [-0.68, 1.09, 0.31], [2.12, 2.14, -0.85], [-1.45, -0.75, -1.45], [0.72, -0.48, 1.84], [-3.06, 1.33, 2.71], [1.04, 1.59, 1.27], [2.86, -2.03, -0.31], [-2.24, 0.19, -1.38], [-0.26, -0.08, -2.76], [0.63, -0.30, -1.31], [0.71, 0.66, -1.00], [-1.16, 1.20, 0.45], [-0.28, 0.65, -1.11], [-0.57, -1.11, 0.90], [0.74, 0.72, 2.03], [-2.35, 0.42, -1.02], [0.39, -1.25, 0.62], [1.02, 0.74, 0.61], [-0.27, -0.54, 1.74], [0.97, -1.60, -0.39], [0.73, -0.14, 0.27], [-1.56, 0.99, -1.85], [-1.13, 0.02, -0.82], [0.26, 0.62, -0.21]], "smiles": "CCc1ccc(O)cc1.CC", "de_lowest_kcal_mol": 76.98, "spin_multiplicity": 1, "charge": 0}


| no. | HOMO-LUMO gap (eV) |
| --- | --- |
| 1 | 9.150 |
| 2 | 9.081 |